## i
ORCA calculation (the ωB97M-V functional and the def2-TZVPD basis) on C2H10N4 as an isolated structure.

HOMO-LUMO gap (alpha / beta), eV: 6.939 / 6.940
HOMO (alpha / beta), hartree: -0.222 / -0.222
2S+1: 1
LUMO energy (alpha / beta), eV: 0.91 / 0.91

Cartesian coordinates (Å):
1 C -0.6093 -0.5054 -0.6559
2 C 0.6520 -1.0041 1.3448
3 N 0.4864 -1.0742 -0.0967
4 N 0.0882 1.3054 -0.3242
5 N 0.1319 1.9955 0.8981
6 N -0.7509 -0.5524 -2.0105
7 H 1.0225 1.3322 -0.7358
8 H 0.7970 2.7680 0.8997
9 H -0.7918 2.3557 1.1211
10 H 0.0162 -0.8452 -2.5970
11 H -1.5130 -0.0696 -2.4579
12 H -1.5510 -0.4919 -0.1051
13 H -0.0867 -2.2755 -0.4073
14 H 1.2149 -1.8777 1.6755
15 H -0.3087 -0.9744 1.8708
16 H 1.2024 -0.0865 1.5804


## ii
ORCA calculation (the ωB97M-V functional and the def2-TZVPD basis) on C2H10N4 as an isolated structure.

HOMO-LUMO gap, eV: 8.483
HOMO, hartree: -0.271
2S+1: 1
LUMO energy, eV: 1.11

Cartesian coordinates (Å):
1 C -0.1838 0.0911 -1.8950
2 C 1.1020 0.2586 -1.3087
3 N -0.6716 -0.0053 1.2836
4 N 0.0740 1.1859 1.0406
5 N -0.0099 -1.1728 1.8566
6 N -1.1815 -0.4841 -1.2685
7 H -1.4711 0.1761 1.8915
8 H 0.5436 1.4471 1.9088
9 H -0.3841 0.5983 -2.8443
10 H 0.5911 -1.5362 1.1218
11 H 0.6002 -0.8412 2.6009
12 H -1.0397 -0.3322 0.2230
13 H -2.0633 -0.4061 -1.7625
14 H 1.8384 0.7598 -1.9288
15 H 0.7392 0.9085 -0.0531
16 H 1.5166 -0.6477 -0.8659


## iii
ORCA calculation (the ωB97M-V functional and the def2-TZVPD basis) on one molecule with the formula C2H10N4.

HOMO-LUMO gap, eV: 9.461
Structure (SMILES): NCCNNN
HOMO, hartree: -0.309
2S+1: 1
LUMO energy, eV: 1.04

Cartesian coordinates (Å):
1 N 1.8869 -0.5597 1.0863
2 C 1.2015 -0.7878 -0.1719
3 C -0.3932 -1.2556 0.1132
4 N -1.3157 -0.2426 -0.2724
5 N -0.9650 1.0102 0.3264
6 N -1.5300 2.1100 -0.3214
7 H 1.5149 0.2490 1.5713
8 H 2.8848 -0.4399 0.9528
9 H 1.3201 -0.0019 -0.9423
10 H 1.6618 -1.6668 -0.6316
11 H -0.4286 -1.3825 1.1943
12 H -0.6327 -2.1727 -0.4211
13 H -1.3253 -0.1625 -1.2988
14 H 0.0966 1.0672 0.2254
15 H -2.5086 2.1853 -0.0667
16 H -1.4676 2.0502 -1.3434


## iv
ORCA calculation (the ωB97M-V functional and the def2-TZVPD basis) on C2H10N4 as an isolated structure.

HOMO-LUMO gap, eV: 8.310
HOMO, hartree: -0.275
2S+1: 1
LUMO energy, eV: 0.84

Cartesian coordinates (Å):
1 C 0.4352 -0.3486 0.0372
2 C -0.7870 0.0844 -0.5896
3 N 0.3026 1.5027 0.6407
4 N -0.3341 1.6950 1.8976
5 N 1.5764 -0.5345 -0.6983
6 N -1.2168 -1.4938 -1.3653
7 H 1.3100 1.5825 0.7732
8 H 0.3569 -0.9749 0.9209
9 H -0.3114 0.8821 2.5168
10 H -1.3100 1.9370 1.7504
11 H 2.1009 0.2040 -1.1426
12 H 2.0605 -1.4130 -0.5966
13 H -0.5167 -1.7768 -2.0510
14 H -1.2750 -2.2427 -0.6758
15 H -1.6591 0.1746 0.0449
16 H -0.7322 0.7221 -1.4627


It is iii that is the most stable of them.


## i
ORCA calculation (the ωB97M-V functional and the def2-TZVPD basis) on a 27-piece molecular cluster, H54O27 overall.

HOMO-LUMO gap, eV: 10.452
HOMO, hartree: -0.387
2S+1: 1
LUMO energy, eV: -0.08

Cartesian coordinates (Å):
1 O -1.9503 1.3732 2.5046
2 H -2.1260 2.2820 2.6905
3 H -2.3477 1.0516 1.7363
4 O 1.9208 -5.4681 2.8397
5 H 1.5703 -5.8187 1.9815
6 H 2.8168 -5.1757 2.7277
7 O 2.0629 -0.6813 -0.0837
8 H 2.2424 -1.5644 -0.5106
9 H 2.8205 -0.3103 0.3479
10 O -0.3817 -4.5237 3.9240
11 H 0.5343 -4.6913 3.5718
12 H -0.9101 -5.3300 3.7071
13 O -1.1207 5.1079 0.9671
14 H -1.9730 5.3769 0.5252
15 H -0.9599 4.2770 0.4629
16 O 0.5006 0.1480 2.8380
17 H 0.5409 -0.2865 1.9760
18 H -0.4627 0.3170 2.9122
19 O 2.5184 4.4581 0.9347
20 H 2.5060 3.6458 1.4779
21 H 1.7795 4.8879 1.4759
22 O 2.8508 -1.9249 -2.8840
23 H 2.5445 -1.5225 -3.6767
24 H 3.8099 -1.6716 -2.8712
25 O -3.2031 -4.4407 -0.6165
26 H -3.8472 -4.3138 -1.2856
27 H -3.5352 -4.0776 0.2302
28 O -1.1914 -2.4705 2.2595
29 H -0.7739 -1.7610 2.7785
30 H -0.9682 -3.2956 2.7282
31 O -1.4782 2.1240 -5.3600
32 H -0.6060 2.1429 -5.7694
33 H -2.1059 2.1860 -6.0907
34 O -3.8638 -2.8761 1.5571
35 H -4.4027 -2.2367 1.0700
36 H -2.9817 -2.4927 1.7929
37 O -2.2779 2.8590 -2.3199
38 H -2.6680 1.9806 -2.2295
39 H -1.9235 2.9201 -3.2148
40 O 1.1716 -5.8479 0.3309
41 H 1.1980 -6.6936 -0.1260
42 H 1.4765 -5.1295 -0.2555
43 O -1.4737 4.1145 3.5378
44 H -1.3573 4.4755 2.5930
45 H -2.0492 4.6616 4.0415
46 O 5.0335 -0.5561 -3.4947
47 H 4.5270 -0.2367 -4.2715
48 H 5.2787 0.2647 -3.0133
49 O -0.0450 2.9516 -0.6317
50 H 0.5929 3.4183 -1.1273
51 H -0.8473 2.8863 -1.2150
52 O 1.7493 -3.4633 -0.6793
53 H 0.8059 -3.3484 -0.6153
54 H 2.0267 -3.1753 -1.5472
55 O 2.4111 2.3415 2.6203
56 H 2.1135 2.6743 3.4473
57 H 1.9072 1.5133 2.6316
58 O -0.5077 0.1865 0.0526
59 H -0.1368 1.0548 0.1708
60 H 0.2639 -0.3770 -0.1203
61 O 1.0470 3.3843 4.7364
62 H 0.1421 3.6068 4.4434
63 H 1.4460 4.2701 4.9948
64 O 2.0419 -0.2879 -5.2142
65 H 1.9151 0.5071 -4.6883
66 H 1.3779 -0.4526 -5.8851
67 O -2.9878 0.4574 -0.4941
68 H -2.9984 -0.2984 -1.0724
69 H -2.0630 0.3049 -0.1534
70 O 1.8070 1.5062 -3.2971
71 H 2.4009 2.0899 -2.7826
72 H 1.6032 0.7824 -2.6536
73 O 2.1157 4.1680 -1.7031
74 H 2.5418 4.9702 -2.0557
75 H 2.2497 4.2762 -0.7355
76 O -0.9162 -2.7957 -0.5304
77 H -1.2078 -2.5712 0.3626
78 H -1.6352 -3.4121 -0.8092
79 O -5.2782 -1.1903 -0.0644
80 H -4.5795 -0.4776 -0.0466
81 H -6.1209 -0.7568 0.2148


## ii
ORCA calculation (the ωB97M-V functional and the def2-TZVPD basis) on a 27-piece molecular cluster, H54O27 overall.

HOMO-LUMO gap, eV: 8.513
HOMO, hartree: -0.348
2S+1: 1
LUMO energy, eV: -0.96

Cartesian coordinates (Å):
1 O -0.2419 0.0566 -0.0473
2 H 0.2812 0.8208 -0.2895
3 H 0.2321 -0.6867 -0.4203
4 O -0.1343 3.5988 -0.3309
5 H -1.0637 3.4902 -0.5325
6 H 0.3042 2.9246 -0.8500
7 O 0.6117 -2.3399 -1.0491
8 H 0.9085 -2.4778 -0.1496
9 H -0.1202 -2.9475 -1.1561
10 O -0.2160 -2.6089 5.0025
11 H -0.2346 -1.9546 4.3041
12 H 0.3947 -2.2534 5.6482
13 O -2.7259 -1.0952 0.4055
14 H -1.9484 -0.5386 0.3624
15 H -2.4265 -1.8923 0.8428
16 O 3.4112 -0.0454 -3.2764
17 H 2.7656 0.2859 -2.6523
18 H 4.2307 -0.0725 -2.7825
19 O 1.4463 -4.7544 1.3157
20 H 1.5073 -5.1155 2.2000
21 H 1.5014 -3.8068 1.4391
22 O 2.4996 -3.0765 -2.9309
23 H 3.0010 -2.2663 -3.0223
24 H 2.1520 -3.0444 -2.0396
25 O -0.3618 -0.7872 -3.4103
26 H -0.2843 -1.6267 -2.9570
27 H -1.2587 -0.5020 -3.2355
28 O 4.4395 2.6096 -1.0331
29 H 5.2624 2.3449 -1.4443
30 H 4.6581 3.4065 -0.5499
31 O -1.9220 -3.3457 1.7097
32 H -0.9811 -3.4384 1.8588
33 H -2.3258 -3.6736 2.5133
34 O 0.7600 1.0259 -4.9597
35 H 0.4030 0.3169 -4.4247
36 H 1.6872 0.8093 -5.0575
37 O -3.4178 1.7777 3.0351
38 H -2.5376 2.0605 2.7870
39 H -3.4457 1.8864 3.9857
40 O 2.8639 -0.7192 1.1916
41 H 3.6422 -1.2349 1.4027
42 H 3.1993 0.0321 0.7023
43 O 1.9340 1.7149 -1.2720
44 H 1.7056 2.4583 -1.8301
45 H 2.8326 1.8912 -0.9932
46 O 1.4292 0.6735 3.7229
47 H 1.6973 1.4016 3.1623
48 H 2.1986 0.1056 3.7632
49 O -0.7415 -0.6754 3.0322
50 H -0.1104 0.0442 3.0307
51 H -1.4950 -0.3348 2.5501
52 O 0.1073 -4.2416 -4.0961
53 H 0.9420 -3.9213 -3.7541
54 H -0.3825 -4.5115 -3.3193
55 O -3.4211 -0.6455 -2.6074
56 H -2.8054 -0.8043 -1.8918
57 H -4.2816 -0.6469 -2.1883
58 O 1.0363 3.3951 -3.1085
59 H 0.3700 3.0831 -3.7209
60 H 0.7295 4.2615 -2.8411
61 O -2.5552 4.9892 1.5018
62 H -3.1359 5.4963 0.9345
63 H -2.1589 4.3399 0.9207
64 O -5.0720 0.0716 1.9079
65 H -4.7530 -0.2033 1.0483
66 H -4.4069 0.6816 2.2269
67 O 0.8634 -2.2462 1.8615
68 H 0.1713 -1.7799 2.3304
69 H 1.6046 -1.6405 1.8632
70 O -1.4733 -4.1123 -1.4765
71 H -2.2108 -4.5890 -1.8574
72 H -1.5042 -4.3273 -0.5443
73 O 2.1553 2.9388 2.2707
74 H 2.8055 3.1897 2.9268
75 H 1.9580 3.7517 1.8054
76 O -2.6479 3.7494 -0.8978
77 H -2.6589 4.7014 -0.9970
78 H -3.1155 3.4227 -1.6665
79 O -1.0554 2.2353 2.1220
80 H -0.4370 2.6653 2.7127
81 H -0.6347 2.2758 1.2631


It is i that is the most stable of them.


## i
ORCA calculation (the ωB97M-V functional and the def2-TZVPD basis) on an isolated ion of composition C7H12N3O and charge +1.

Net charge: +1
HOMO-LUMO gap (alpha / beta), eV: 6.296 / 8.014
Structure (SMILES): C[C@H]1C#[N+]C(CN[O-])=[NH+]CC1
HOMO (alpha / beta), hartree: -0.432 / -0.455
2S+1: 1
LUMO energy (alpha / beta), eV: -5.45 / -4.38

Cartesian coordinates (Å):
1 C 2.1293 -0.1901 -2.3088
2 C 1.4600 0.0621 -0.9613
3 C 0.1943 0.7417 -1.0934
4 N -0.6981 1.1697 -0.4451
5 C -1.6433 0.6896 0.3221
6 C -2.8292 1.5435 0.7284
7 N -2.4045 2.6287 1.6263
8 O -1.9211 3.6400 1.1584
9 N -1.3512 -0.4698 1.0767
10 C 0.1111 -0.7660 1.0721
11 C 0.8122 -1.1738 -0.2858
12 H 2.8187 -1.0298 -2.1326
13 H 2.6948 0.6803 -2.7032
14 H 1.4530 -0.5550 -3.0041
15 H 2.0268 0.5058 -0.1056
16 H -3.5768 0.8740 1.2485
17 H -3.2124 2.0655 -0.0891
18 H -2.3967 2.5769 2.6577
19 H -2.1449 -1.1251 1.2472
20 H 0.0923 -1.6789 1.7553
21 H 0.6944 0.0008 1.5834
22 H 1.6117 -1.8462 0.0561
23 H 0.2245 -1.7089 -0.9712


## ii
ORCA calculation (the ωB97M-V functional and the def2-TZVPD basis) on an isolated ion of composition C7H12N3O and charge +1.

Net charge: +1
HOMO-LUMO gap, eV: 7.923
Structure (SMILES): CN(C)OC[n+]1cccnc1
HOMO, hartree: -0.471
2S+1: 1
LUMO energy, eV: -4.88

Cartesian coordinates (Å):
1 C -0.9887 0.4529 -1.4582
2 N -1.1966 -0.0045 -0.1296
3 C -2.5732 0.0995 0.3763
4 O -0.7430 -1.3700 -0.0248
5 C 0.2434 -1.4550 0.8787
6 N 1.5076 -0.6836 0.4916
7 C 1.8497 0.4444 1.0802
8 C 2.9410 1.1657 0.4932
9 C 3.6790 0.6163 -0.5276
10 N 3.3329 -0.6133 -0.9563
11 C 2.3584 -1.2067 -0.4402
12 H -1.4948 -0.2260 -2.1253
13 H -1.3883 1.5432 -1.5327
14 H 0.0574 0.5202 -1.6048
15 H -2.8586 -0.9221 0.7685
16 H -2.5919 0.7252 1.2535
17 H -3.1023 0.4472 -0.4223
18 H 0.6468 -2.4930 0.9655
19 H -0.0530 -1.0237 1.8642
20 H 1.3029 1.0843 1.8791
21 H 3.0915 2.2160 0.8736
22 H 4.5407 0.9449 -0.9236
23 H 2.0043 -2.1218 -0.8983


It is ii that is the most stable of them.


## i
ORCA calculation (the ωB97M-V functional and the def2-TZVPD basis) on C9H17NO2S as an isolated structure.

HOMO-LUMO gap, eV: 9.019
HOMO, hartree: -0.306
2S+1: 1
LUMO energy, eV: 0.70

Cartesian coordinates (Å):
1 C 1.4213 1.0255 0.6097
2 C 1.0062 0.1247 -0.2694
3 C 2.8337 1.1466 1.0954
4 C 1.9500 -0.8853 -0.8719
5 C 3.8095 0.3685 0.2179
6 C 3.2427 -1.0142 -0.0714
7 C -0.4088 0.0042 -0.7676
8 C -1.3990 1.0352 -0.2201
9 C -3.6631 -1.3771 0.8483
10 N -2.7132 0.8157 -0.7870
11 O -5.2000 0.4733 -0.5191
12 O -4.8156 -1.9059 0.3877
13 S -4.0258 0.7940 0.2976
14 H 0.7330 1.7354 1.0447
15 H 3.1141 2.2030 1.1251
16 H 2.8822 0.7734 2.1249
17 H 1.4558 -1.8589 -0.9287
18 H 2.1816 -0.5821 -1.8979
19 H 3.9554 0.9003 -0.7239
20 H 4.7770 0.2910 0.7160
21 H 3.0369 -1.5257 0.8717
22 H 3.9656 -1.6139 -0.6290
23 H -0.7760 -0.9952 -0.5147
24 H -0.4043 0.0682 -1.8604
25 H -1.4908 0.9126 0.8628
26 H -1.0351 2.0481 -0.4275
27 H -3.5380 -1.4367 1.9229
28 H -2.7724 -1.5775 0.2575
29 H -2.9031 1.3080 -1.6480
30 H -5.2198 -1.2552 -0.2457


## ii
ORCA calculation (the ωB97M-V functional and the def2-TZVPD basis) on one molecule with the formula C9H17NO2S.

HOMO-LUMO gap, eV: 8.370
Structure (SMILES): CCC[N@@H+]1CCC[C@]1(CS)C(=O)[O-]
HOMO, hartree: -0.301
2S+1: 1
LUMO energy, eV: 0.18

Cartesian coordinates (Å):
1 C -3.4873 1.0948 1.1046
2 C -2.3450 0.0604 1.2177
3 C -1.1609 0.4490 0.3083
4 N -0.0638 -0.5416 0.2313
5 C 0.7591 -0.7264 1.4145
6 C 1.8101 -1.5265 0.7812
7 C 2.2687 -0.7797 -0.4282
8 C 1.0196 -0.0366 -0.7174
9 C 0.4231 -0.2815 -2.2946
10 S 1.7804 -0.0253 -3.4463
11 C 1.5703 1.4984 -0.5074
12 O 2.1040 1.8547 -1.5154
13 O 1.3905 1.9260 0.5936
14 H -3.1834 2.0776 1.4317
15 H -3.7509 1.0936 0.0761
16 H -4.2708 0.6250 1.8639
17 H -2.8296 -0.9400 0.8867
18 H -2.0316 0.0660 2.2446
19 H -1.4386 0.5645 -0.7734
20 H -0.7762 1.3121 0.5778
21 H -0.4203 -1.4912 -0.0648
22 H 0.4079 -1.1274 2.3618
23 H 0.9998 0.3697 1.6635
24 H 1.3372 -2.6076 0.6253
25 H 2.6030 -1.5868 1.5073
26 H 3.0956 -0.1166 -0.1630
27 H 2.5326 -1.3768 -1.3267
28 H -0.3770 0.3190 -2.4820
29 H -0.0610 -1.2870 -2.3869
30 H 2.0946 1.1399 -2.7837


It is i that is the most stable of them.